# 1
# C24H60O14S8

A 10-piece molecular cluster, C24H60O14S8 overall at a distorted geometry (the ωB97M-V functional and the def2-TZVPD basis, the OMol25 dataset).

The geometry in ORCA input format:
```
! RIJCOSX wB97M-V def2-TZVPD def2/J DEFGRID3
* xyz 0 1
C 6.922 19.319 -21.915
C 5.660 19.578 -21.143
C 4.576 18.490 -21.266
O 4.762 17.717 -20.070
C 5.328 18.528 -19.120
O 5.278 18.333 -17.967
O 5.969 19.551 -19.700
H 6.708 19.380 -22.990
H 7.347 18.328 -21.751
H 7.679 20.077 -21.706
H 5.254 20.554 -21.409
H 4.722 17.868 -22.147
H 3.588 18.938 -21.284
C -2.804 12.729 -21.648
C -3.560 13.511 -22.652
C -4.913 14.145 -22.189
O -4.771 15.562 -22.614
C -3.583 15.775 -23.219
O -3.273 16.796 -23.676
O -2.779 14.676 -23.100
H -3.319 11.840 -21.276
H -2.606 13.330 -20.749
H -1.821 12.415 -22.005
H -3.802 12.896 -23.531
H -5.042 14.190 -21.107
H -5.740 13.710 -22.737
C -0.710 18.935 -22.758
S 0.488 18.622 -24.052
O 1.682 18.036 -23.392
C -0.414 17.290 -24.753
H -0.350 19.773 -22.169
H -0.924 18.052 -22.157
H -1.695 19.176 -23.185
H -1.254 17.622 -25.388
H -0.870 16.558 -24.090
H 0.165 16.764 -25.523
C -0.273 15.617 -30.187
S -0.064 15.788 -28.416
O 0.246 17.202 -28.139
C -1.806 15.632 -28.075
H -0.971 16.360 -30.564
H -0.623 14.610 -30.410
H 0.709 15.775 -30.625
H -2.257 14.703 -28.458
H -2.339 16.449 -28.567
H -2.142 15.603 -27.033
C 0.124 19.727 -18.724
S -0.977 21.112 -18.628
O -2.030 20.836 -19.646
C -1.620 20.736 -16.998
H 1.021 19.827 -18.104
H 0.489 19.682 -19.750
H -0.345 18.763 -18.494
H -2.432 20.011 -17.083
H -2.021 21.622 -16.506
H -0.812 20.335 -16.390
C -5.581 21.034 -20.898
S -4.495 20.008 -21.884
O -5.312 19.516 -23.019
C -3.437 21.336 -22.453
H -4.987 21.679 -20.248
H -6.231 20.397 -20.310
H -6.182 21.637 -21.579
H -2.778 20.933 -23.212
H -2.830 21.587 -21.572
H -3.985 22.216 -22.779
C -5.920 17.884 -25.700
S -4.543 17.957 -26.844
O -5.108 18.422 -28.136
C -3.730 19.367 -26.063
H -6.493 17.003 -25.999
H -6.567 18.745 -25.816
H -5.492 17.747 -24.710
H -3.529 19.129 -25.023
H -4.351 20.235 -26.254
H -2.777 19.457 -26.594
C 2.174 23.178 -19.828
S 2.421 22.194 -21.291
O 2.561 20.795 -20.817
C 0.758 22.302 -21.910
H 1.431 22.690 -19.188
H 1.820 24.172 -20.102
H 3.087 23.227 -19.239
H 0.730 21.883 -22.914
H 0.504 23.360 -22.085
H 0.037 21.880 -21.223
C 0.778 14.296 -20.087
S -0.128 15.829 -20.109
O -0.434 16.196 -18.707
C 1.212 16.839 -20.692
H 1.298 14.072 -21.020
H 0.152 13.461 -19.782
H 1.565 14.379 -19.322
H 1.987 16.841 -19.915
H 0.932 17.872 -20.818
H 1.583 16.463 -21.636
C 3.143 16.379 -26.791
S 4.092 15.317 -25.716
O 4.830 16.171 -24.749
C 2.671 14.693 -24.829
H 2.445 15.812 -27.418
H 3.854 16.903 -27.431
H 2.583 17.148 -26.257
H 2.198 15.427 -24.181
H 2.919 13.801 -24.251
H 1.952 14.332 -25.587
*
```

Summary:
* energy relative to the best compared isomer or geometry (same formula, charge and spin): 0.00 kJ/mol
* HOMO-LUMO gap: 8.70 eV
* energy: -5189.0857 Eh
* maximum force: 3.64 eV/A
* molecular weight: 829.27 g mol⁻¹

# 2
# C8H19IN3

An isolated ion of composition C8H19IN3 and charge +1 at a distorted geometry (the ωB97M-V functional and the def2-TZVPD basis, the OMol25 dataset).

The geometry in ORCA input format:
```
! RIJCOSX wB97M-V def2-TZVPD def2/J DEFGRID3
* xyz 1 1
C 0.203 2.347 -2.342
N 0.530 1.075 -1.762
I 1.576 -0.167 -2.965
C 0.857 0.842 -0.312
N 0.228 -0.152 0.302
C -0.665 -1.312 -0.133
C 0.277 -2.431 -0.397
C -1.548 -1.577 1.062
C -1.610 -0.828 -1.266
N 1.578 1.656 0.417
C 2.512 2.498 -0.393
C 1.660 1.733 1.840
H 1.177 2.950 -2.553
H -0.448 2.081 -3.201
H -0.415 2.866 -1.595
H 0.250 -0.183 1.342
H 0.549 -3.090 0.519
H -0.085 -3.066 -1.181
H 1.211 -2.017 -0.631
H -1.115 -1.294 1.961
H -1.835 -2.525 1.199
H -2.461 -1.068 1.098
H -1.946 0.160 -1.160
H -1.140 -0.962 -2.207
H -2.561 -1.375 -1.170
H 1.986 3.461 -0.160
H 2.515 2.123 -1.410
H 3.577 2.364 0.104
H 2.505 1.232 2.048
H 0.762 1.275 2.257
H 1.742 2.752 2.154
*
```

Summary:
* energy relative to the best compared isomer or geometry (same formula, charge and spin): 215.00 kJ/mol
* HOMO-LUMO gap: 9.01 eV
* energy: -777.8436 Eh
* maximum force: 4.24 eV/A
* molecular weight: 284.16 g mol⁻¹
* SMILES: CN(I)C(NC(C)(C)C)=[N+](C)C

# 3
# C40H90F6N3O22S8

A 14-piece molecular cluster, C40H90F6N3O22S8 overall at a distorted geometry (the ωB97M-V functional and the def2-TZVPD basis, the OMol25 dataset).

The geometry in ORCA input format:
```
! RIJCOSX wB97M-V def2-TZVPD def2/J DEFGRID3
* xyz -1 1
C 2.001 -1.768 -2.326
F 1.128 -2.621 -2.906
F 2.501 -2.350 -1.238
F 2.961 -1.530 -3.213
S 1.123 -0.180 -1.944
O 2.199 0.728 -1.789
O 0.313 -0.009 -3.111
N 0.279 -0.552 -0.618
S 0.786 0.374 0.582
O 1.987 -0.090 1.222
O 0.698 1.781 0.319
C -0.512 0.147 1.860
F -0.586 -1.106 2.332
F -0.226 0.942 2.888
F -1.703 0.512 1.379
C 0.443 -4.838 1.642
S 1.855 -5.378 0.705
O 1.887 -6.849 0.827
C 1.003 -5.115 -0.860
H 0.199 -3.788 1.461
H 0.584 -5.027 2.706
H -0.453 -5.413 1.377
H 1.647 -5.294 -1.716
H 0.551 -4.126 -0.894
H 0.243 -5.897 -0.804
C -0.516 -4.911 -4.674
S -1.594 -4.380 -3.354
O -2.296 -5.565 -2.793
C -2.767 -3.467 -4.342
H -1.072 -5.456 -5.438
H 0.271 -5.518 -4.238
H -0.091 -4.015 -5.131
H -3.343 -4.137 -4.987
H -2.231 -2.743 -4.955
H -3.476 -2.979 -3.676
C 5.067 1.570 3.475
S 5.531 2.748 2.195
O 6.840 3.294 2.577
C 5.850 1.534 0.931
H 4.529 2.021 4.306
H 6.001 1.085 3.756
H 4.447 0.784 3.042
H 6.673 0.893 1.241
H 6.114 2.059 0.014
H 4.978 0.917 0.765
C -4.113 0.454 -5.141
S -3.009 1.846 -4.981
O -3.471 2.777 -6.046
C -1.526 1.079 -5.631
H -3.944 -0.299 -4.371
H -4.015 -0.002 -6.126
H -5.087 0.919 -5.003
H -0.634 1.647 -5.382
H -1.637 1.088 -6.717
H -1.457 0.063 -5.244
C 0.432 3.821 4.584
S 1.206 4.726 5.941
O 1.518 6.070 5.402
C -0.311 4.929 6.888
H 1.208 3.521 3.887
H -0.321 4.471 4.141
H -0.039 2.935 5.021
H -0.945 5.606 6.318
H -0.050 5.368 7.849
H -0.774 3.960 7.067
C 5.683 -3.447 1.303
S 5.561 -2.500 2.808
O 6.017 -1.140 2.460
C 3.763 -2.555 2.885
H 6.729 -3.650 1.086
H 5.190 -2.894 0.506
H 5.219 -4.427 1.449
H 3.447 -1.950 3.734
H 3.326 -3.548 3.000
H 3.396 -2.152 1.938
C -2.381 -5.272 3.911
O -1.268 -5.368 4.377
N -3.050 -4.114 3.673
C -4.399 -4.109 3.147
C -2.490 -2.822 4.043
H -2.999 -6.158 3.685
H -4.506 -3.339 2.386
H -5.147 -4.037 3.943
H -4.621 -5.071 2.673
H -1.487 -2.982 4.435
H -2.442 -2.107 3.225
H -3.077 -2.453 4.891
C -3.131 -1.305 -1.241
O -3.935 -0.832 -2.011
N -3.315 -2.488 -0.594
C -2.229 -3.044 0.174
C -4.370 -3.392 -0.947
H -2.175 -0.834 -0.968
H -1.390 -2.355 0.275
H -1.836 -3.942 -0.325
H -2.494 -3.381 1.184
H -4.870 -3.113 -1.874
H -3.917 -4.364 -1.172
H -5.175 -3.508 -0.219
O -3.137 2.893 5.848
C -3.382 2.434 4.762
O -3.668 3.209 3.706
C -3.490 4.604 3.892
C -3.181 5.272 2.572
C -3.404 0.966 4.401
H -2.718 4.814 4.636
H -4.390 5.048 4.337
H -3.999 5.053 1.878
H -2.320 4.765 2.130
H -3.080 6.345 2.678
H -2.510 0.719 3.838
H -4.316 0.780 3.837
H -3.415 0.412 5.337
O 4.744 2.726 -5.956
C 4.224 1.934 -5.216
O 3.593 2.261 -4.094
C 3.301 3.653 -3.850
C 1.952 3.756 -3.164
C 4.343 0.445 -5.392
H 3.349 4.242 -4.763
H 4.098 4.029 -3.202
H 1.774 4.782 -2.831
H 1.891 3.119 -2.287
H 1.165 3.547 -3.892
H 3.369 -0.030 -5.341
H 4.934 0.056 -4.559
H 4.871 0.233 -6.314
O -1.162 5.744 -2.506
C -1.969 5.700 -1.616
O -2.480 4.579 -1.098
C -1.941 3.328 -1.556
C -2.962 2.261 -1.197
C -2.494 6.906 -0.903
H -1.015 3.112 -1.019
H -1.758 3.413 -2.625
H -3.953 2.582 -1.542
H -3.084 2.271 -0.109
H -2.745 1.285 -1.608
H -3.084 6.624 -0.032
H -3.072 7.578 -1.532
H -1.652 7.476 -0.506
O 3.300 -0.906 -8.846
C 2.176 -1.056 -9.243
O 1.080 -0.788 -8.523
C 1.278 -0.320 -7.186
C 1.243 -1.472 -6.214
C 1.848 -1.560 -10.633
H 0.520 0.427 -6.958
H 2.207 0.236 -7.066
H 2.171 -2.042 -6.293
H 0.421 -2.144 -6.471
H 1.136 -1.098 -5.197
H 2.630 -2.228 -10.969
H 1.738 -0.675 -11.262
H 0.881 -2.062 -10.649
O 1.835 1.996 8.035
C 0.771 1.497 8.285
O 0.265 0.446 7.631
C 1.102 -0.231 6.691
C 0.181 -0.793 5.636
C -0.243 2.073 9.238
H 1.635 -1.041 7.188
H 1.793 0.495 6.266
H -0.487 -1.565 6.031
H 0.761 -1.327 4.877
H -0.449 -0.033 5.179
H 0.218 2.843 9.849
H -0.641 1.305 9.903
H -1.077 2.483 8.669
*
```

Summary:
* HOMO-LUMO gap: 8.02 eV
* energy: -7182.3364 Eh
* maximum force: 1.58 eV/A
* molecular weight: 1335.68 g mol⁻¹